(1)
65
Properties=species:S:1:pos:R:3:forces:R:3 method="wB97M-V/def2-TZVPD" de_lowest_kcal_mol=0.0 total_charge=+1 molar_mass_g_mol=665.0 lumo_energy_ev="-3.2 / -3.1" homo_ev="-8.206 / -8.993" homo_lumo_gap_ev="5.0 / 5.9" max_force_ha_per_bohr=0.02066
Lu -0.43653 -0.05012 0.10228 0.2 0.8 -0.7
C -3.44622 2.36889 -0.21756 0.0 0.0 0.0
C -3.67411 1.23775 0.73968 0.0 0.0 0.1
C -4.81350 1.27463 1.51672 0.1 0.1 0.0
C -5.07139 0.24411 2.41623 0.0 -0.1 0.0
C -4.22256 -0.82877 2.45532 0.0 0.0 0.0
C -3.10047 -0.85189 1.61169 0.1 -0.1 0.2
N -2.78367 0.21728 0.81555 0.2 -0.1 -0.2
C -2.26684 -2.02376 1.48826 -0.1 0.0 -0.1
C -2.43692 -3.20279 2.22058 0.0 0.0 0.0
C -1.70295 -4.32350 1.91953 0.0 0.1 0.0
C -0.78561 -4.27546 0.84601 0.0 0.1 -0.1
C -0.60524 -3.10191 0.17215 -0.1 -0.1 0.1
N -1.30021 -1.96032 0.49714 0.1 -0.5 0.3
C 0.39673 -2.94120 -0.89556 -0.3 -0.2 0.0
C 0.77508 -4.02895 -1.67575 0.2 0.1 0.1
C 1.77478 -3.85822 -2.60859 0.0 0.0 0.0
C 2.37884 -2.61548 -2.71839 0.0 0.0 0.0
C 1.92607 -1.55525 -1.95297 0.0 0.0 0.0
C 2.59407 -0.22315 -2.04342 0.1 0.0 0.0
N 0.89848 -1.69832 -1.08605 -0.1 -0.2 0.0
H -4.40117 2.68320 -0.63403 0.0 0.0 0.0
H -2.79293 2.09787 -1.04136 0.0 0.0 0.0
H -3.02291 3.23342 0.29444 0.0 0.0 0.0
H -5.49206 2.10899 1.41663 0.0 0.0 0.0
H -5.94780 0.27235 3.04837 0.0 0.0 0.0
H -4.43506 -1.66485 3.10113 0.0 0.0 0.0
H -3.15492 -3.24102 3.02522 0.0 0.0 0.0
H -1.83022 -5.23109 2.48838 0.0 0.0 0.0
H -0.20546 -5.14781 0.58597 0.0 0.0 0.0
H 0.28407 -4.98138 -1.54670 0.0 0.0 0.0
H 2.09242 -4.68119 -3.23341 0.0 0.0 0.0
H 3.19625 -2.45425 -3.40592 0.0 0.0 0.0
H 3.50301 -0.29763 -2.63677 0.0 0.0 0.0
H 2.86104 0.14509 -1.05188 0.0 0.0 0.0
H 1.94763 0.51020 -2.51516 0.0 0.0 0.0
C 0.97542 2.44134 -3.89398 0.0 0.0 0.0
C -0.07432 1.64805 -3.47757 0.0 0.0 0.1
C -0.37136 1.57614 -2.11673 -0.1 0.0 0.1
C 0.33920 2.31196 -1.15506 -0.1 0.0 0.1
C 1.43556 3.06109 -1.60601 0.0 0.0 0.0
C 1.73679 3.13366 -2.95132 0.0 0.0 0.0
C -0.15234 2.34247 0.24770 0.1 0.1 0.1
C 0.49174 1.81388 1.38845 -0.2 -0.2 -0.2
C 1.87370 1.24177 1.33230 0.0 0.1 0.1
C 3.01454 2.04105 1.19091 -0.1 0.0 -0.1
C 4.27458 1.47341 1.18497 0.0 0.0 0.0
C 4.43329 0.09475 1.31134 0.0 0.0 0.0
C 3.32268 -0.71713 1.44802 0.0 0.1 0.0
C 2.05949 -0.13475 1.45484 -0.1 -0.1 0.1
H 1.20859 2.52439 -4.94615 0.0 0.0 0.0
H -0.66800 1.09654 -4.19240 0.0 0.0 0.0
H -1.24430 0.97255 -1.83641 -0.2 0.2 -0.1
H 2.00166 3.64063 -0.89254 0.0 0.0 0.0
H 2.55764 3.75452 -3.28087 0.0 0.0 0.0
H -1.04844 2.92529 0.40812 0.0 0.0 0.0
H 2.89738 3.11393 1.12314 0.0 0.0 0.0
H 5.14743 2.10599 1.09657 0.0 0.0 0.0
H 5.42303 -0.33866 1.31290 0.0 0.0 0.0
H 3.42973 -1.78759 1.55130 0.0 0.0 0.0
H 1.19882 -0.79333 1.61606 0.1 -0.1 0.3
Cl -0.21104 3.85404 3.09895 0.1 0.0 0.0
C -0.11142 2.08095 2.73238 0.1 0.0 0.1
H -1.13708 1.72344 2.83172 0.0 0.1 -0.1
H 0.49735 1.64418 3.52158 -0.1 0.0 0.0

=====

(2)
101
Properties=species:S:1:pos:R:3:forces:R:3 method="wB97M-V/def2-TZVPD" total_charge=0 molar_mass_g_mol=1386.3 smiles="O=C(I)CC(=O)O[C@H](I)CCc1ccccc1.FC(F)C(F)(F)COC(F)(F)C(F)F.FC(F)C(F)(F)COC(F)(F)C(F)F.FC(F)C(F)(F)COC(F)(F)C(F)F.FC(F)C(F)(F)COC(F)(F)C(F)F" lumo_energy_ev=-0.1 homo_ev=-9.459 homo_lumo_gap_ev=9.3 max_force_ha_per_bohr=0.01955
O -2.14884 2.59240 -1.10186 -0.6 -0.1 -0.6
C -1.15929 2.73450 -0.48483 0.0 0.1 0.3
I 0.29069 4.15028 -1.20269 0.1 0.1 0.0
C -0.90651 1.91976 0.76418 0.7 -0.1 -0.3
C -0.18746 2.59297 1.90719 0.0 -0.1 -0.5
O -0.77481 2.87421 2.90289 -0.2 0.1 0.7
O 1.11214 2.91775 1.78104 0.2 -0.5 0.2
C 1.98213 1.98916 1.10169 -0.4 0.8 0.4
I 1.83218 0.06817 2.08414 0.0 0.0 -0.2
C 3.36760 2.56022 1.24632 0.6 -0.5 0.1
C 4.41681 2.04560 0.22544 -0.2 -0.1 -0.4
C 3.87971 1.21777 -0.92207 -0.1 -0.1 -0.5
C 3.47146 1.86931 -2.09470 -0.1 -0.6 -0.1
C 2.96408 1.14797 -3.17653 0.1 -0.5 0.7
C 2.86247 -0.24484 -3.08363 0.1 0.2 0.2
C 3.28158 -0.91356 -1.93623 0.2 0.7 0.3
C 3.78852 -0.18048 -0.86403 0.0 0.6 -0.3
H -0.34912 1.04080 0.43981 0.1 -0.1 -0.1
H -1.86700 1.56716 1.10750 -0.3 0.1 0.2
H 1.65496 1.93143 0.07006 0.1 -0.5 -0.1
H 3.70519 2.32233 2.24910 0.1 0.1 0.2
H 3.32558 3.64259 1.20203 -0.3 0.2 -0.2
H 5.22665 1.50432 0.70383 0.0 -0.1 0.3
H 4.87130 2.92028 -0.22600 0.2 0.2 0.0
H 3.55435 2.94322 -2.17647 0.0 0.2 0.1
H 2.64727 1.65613 -4.07073 0.0 0.1 -0.2
H 2.46584 -0.81667 -3.90298 -0.1 0.0 -0.2
H 3.22818 -1.98547 -1.84813 -0.1 -0.2 -0.1
H 4.12276 -0.66407 0.03873 0.1 -0.3 0.1
C -3.39199 -0.92283 -1.63217 0.4 0.5 -0.1
C -4.86786 -1.19723 -1.30288 0.1 -0.3 -0.3
C -5.20147 -1.75408 0.08296 -0.2 0.1 0.2
F -4.63636 -2.96167 0.27992 0.1 0.0 -0.1
F -6.54288 -1.89835 0.17847 0.1 0.0 0.0
F -5.41542 -1.97595 -2.25969 0.0 0.0 0.1
F -5.49052 0.01396 -1.35293 0.0 0.1 0.1
O -2.69118 -1.89023 -2.39411 -0.4 -0.5 0.1
C -2.03808 -2.94995 -1.82081 0.1 0.5 0.0
C -2.62454 -4.28976 -2.27385 0.0 -0.2 -0.1
F -3.92709 -4.37507 -1.94984 0.0 0.0 0.1
F -1.95925 -5.28758 -1.64850 0.0 0.0 0.0
F -1.98162 -2.85543 -0.48027 -0.1 0.0 0.0
F -0.76367 -2.91770 -2.27521 0.1 -0.1 0.0
H -3.41719 -0.05148 -2.28471 0.0 0.0 0.0
H -2.83221 -0.62362 -0.74542 -0.1 -0.2 0.1
H -4.86804 -1.06479 0.86404 0.0 0.0 0.0
H -2.51332 -4.39873 -3.35452 0.0 0.0 0.0
C -2.41452 5.22337 3.68849 0.6 0.0 -0.2
C -3.20956 4.78486 4.92613 -0.2 0.4 -0.2
C -3.91839 3.43112 4.87064 0.1 -0.2 0.2
F -4.85655 3.40239 3.90201 0.0 0.1 -0.1
F -4.53566 3.21534 6.05640 0.0 0.0 0.0
F -4.08105 5.75253 5.28697 0.0 -0.1 0.0
F -2.29786 4.66108 5.93251 0.1 -0.1 0.1
O -3.02454 6.14531 2.79808 -0.7 0.0 0.2
C -3.82824 5.76154 1.75822 0.7 -0.1 0.2
C -5.24586 6.32131 1.89753 -0.1 0.1 0.0
F -5.81284 5.90129 3.04354 0.0 -0.1 0.0
F -5.99195 5.87682 0.86107 0.0 0.0 0.0
F -3.83166 4.42652 1.57656 -0.1 0.0 0.1
F -3.30354 6.30814 0.63752 0.0 0.0 -0.2
H -1.57233 5.78268 4.09168 0.0 0.0 0.1
H -1.98618 4.36931 3.16526 -0.4 0.1 0.1
H -3.19434 2.62920 4.70167 0.0 0.0 0.0
H -5.21889 7.41266 1.88606 0.0 0.0 0.0
C 3.26355 -3.12838 -7.33840 0.4 -0.4 0.2
C 2.05954 -2.31266 -6.84036 0.3 0.3 -0.2
C 0.67786 -2.65883 -7.39865 -0.2 0.0 0.1
F 0.61886 -2.46052 -8.72878 0.1 0.0 0.0
F -0.23694 -1.85153 -6.81214 0.0 0.0 0.0
F 2.30734 -0.99403 -6.98321 -0.1 0.0 0.0
F 1.97072 -2.56554 -5.50081 -0.1 -0.2 0.1
O 4.07829 -2.56123 -8.34652 -0.4 0.4 -0.1
C 3.81787 -2.72929 -9.68190 0.1 -0.3 0.2
C 3.53401 -1.39333 -10.37514 0.0 0.2 -0.1
F 2.47796 -0.77828 -9.81002 0.0 -0.1 0.0
F 3.24780 -1.63178 -11.67410 0.0 0.0 0.0
F 2.84006 -3.62544 -9.90508 -0.1 0.1 0.0
F 4.94336 -3.21752 -10.24802 0.0 -0.1 -0.1
H 3.92651 -3.18312 -6.47630 0.0 0.0 0.0
H 2.98282 -4.15519 -7.57408 -0.2 0.1 -0.1
H 0.42280 -3.69800 -7.17274 0.0 0.0 0.0
H 4.40907 -0.74408 -10.30689 0.0 0.0 0.0
C 2.74022 -3.18127 7.29647 0.5 0.0 0.4
C 2.55668 -3.40578 5.78746 -0.3 -0.3 0.2
C 2.17890 -2.19942 4.92749 0.1 0.1 -0.2
F 0.98474 -1.68841 5.27720 0.0 -0.1 0.1
F 2.09146 -2.60349 3.63136 0.0 0.0 0.1
F 1.69141 -4.41741 5.57123 0.0 0.1 0.0
F 3.77551 -3.80146 5.31783 0.1 0.1 0.0
O 1.66855 -3.52689 8.15252 -0.4 0.0 -0.5
C 0.66541 -2.64465 8.46253 0.4 0.0 0.1
C -0.69943 -3.14756 7.98253 -0.2 -0.1 0.0
F -0.69530 -3.33561 6.64892 0.0 0.1 0.0
F -1.63288 -2.21782 8.28178 0.0 0.0 0.0
F 0.92235 -1.40086 8.01936 0.0 -0.1 -0.1
F 0.59348 -2.58193 9.80989 0.0 0.1 0.1
H 3.52797 -3.87805 7.57795 0.0 0.0 0.0
H 3.12368 -2.18316 7.51014 -0.1 0.1 -0.2
H 2.94109 -1.41796 4.99551 0.0 0.0 0.0
H -0.94707 -4.08773 8.47908 0.0 0.0 0.0

=====

(3)
74
Properties=species:S:1:pos:R:3:forces:R:3 method="wB97M-V/def2-TZVPD" multiplicity=2 s2=0.78 total_charge=-2 molar_mass_g_mol=1121.8 lumo_energy_ev="2.7 / 2.7" homo_ev="-0.942 / -0.942" homo_lumo_gap_ev="3.6 / 3.6" max_force_ha_per_bohr=0.02365
Ti -0.29131 0.50482 0.88665 -1.0 -0.5 0.3
O -1.74207 0.12433 -0.44222 0.2 0.2 -0.3
C -2.73651 -0.72023 -0.47548 0.1 0.0 0.0
C -3.38983 -1.18044 0.68083 0.0 0.0 0.0
C -4.54096 -1.98505 0.61999 0.0 0.0 0.0
C -5.19734 -2.34703 1.78475 0.0 0.0 0.0
C -4.75619 -1.93535 3.03849 0.0 0.0 0.0
C -3.60279 -1.17060 3.11827 0.0 0.0 0.0
C -2.88349 -0.80433 1.97464 -0.1 0.0 0.0
O -1.76296 -0.14303 2.10491 0.4 0.0 -0.4
N -6.38655 -3.17610 1.69281 0.0 0.0 0.0
O -7.02181 -3.40648 2.71223 0.0 0.0 0.0
O -6.70926 -3.61662 0.59779 0.0 0.0 0.0
H -3.08651 -1.03941 -1.45876 0.0 0.0 0.0
H -4.92842 -2.30924 -0.33583 0.0 0.0 0.0
H -5.30542 -2.22264 3.92187 0.0 0.0 0.0
H -3.21344 -0.84416 4.07417 0.0 0.0 0.0
Te 0.48984 1.78530 3.13915 0.1 0.3 0.2
Te 0.78500 4.10374 5.91167 0.0 0.0 0.1
Te 0.26042 6.23886 7.45309 -0.1 0.1 0.0
Te -0.94347 4.09420 3.73736 0.1 0.0 0.1
N 6.18573 -1.64635 -7.12428 0.0 0.0 0.0
C 5.47684 -1.41989 -6.24751 0.0 0.0 0.0
C 4.59027 -1.13610 -5.15123 0.0 0.0 0.0
C 3.48682 -0.30784 -5.34690 0.0 0.0 0.0
C 2.64091 -0.03180 -4.28767 0.0 0.0 0.0
C 2.87944 -0.57775 -3.02944 0.0 0.0 0.0
C 3.98107 -1.41009 -2.84500 0.0 0.0 0.0
C 4.83652 -1.68848 -3.89594 0.0 0.0 0.0
C 1.97412 -0.28054 -1.88535 0.0 -0.1 0.0
C 1.97249 1.04087 -1.41323 0.1 0.0 0.1
C 2.79780 2.08545 -1.89392 0.0 0.0 0.0
C 2.60102 3.16824 -1.06035 0.0 0.0 0.0
C 1.67626 2.74801 -0.09181 0.0 0.0 0.0
N 1.28121 1.48609 -0.29056 -0.1 -0.1 -0.2
C 1.25916 -1.34247 -1.37210 -0.1 0.0 -0.1
C 1.20964 -2.68390 -1.87793 0.0 0.0 0.0
C 0.32077 -3.36440 -1.09475 0.0 0.0 0.0
C -0.15362 -2.42682 -0.13200 0.0 0.0 0.0
N 0.38858 -1.24089 -0.29836 0.1 -0.1 0.2
H 3.29835 0.11187 -6.32586 0.0 0.0 0.0
H 1.77709 0.60423 -4.43037 0.0 0.0 0.0
H 4.16163 -1.83017 -1.86403 0.0 0.0 0.0
H 5.69427 -2.33152 -3.75136 0.0 0.0 0.0
H 3.47512 2.02367 -2.73115 0.0 0.0 0.0
H 3.07092 4.13715 -1.10854 0.0 0.0 0.0
H 1.32023 3.29594 0.76598 0.0 0.0 0.0
H 1.76379 -3.06226 -2.72195 0.0 0.0 0.0
H 0.02414 -4.39797 -1.17185 0.0 0.0 0.0
H -0.86192 -2.60787 0.66440 0.0 0.0 0.0
C -2.19449 2.63090 -1.55747 0.0 0.1 0.0
P -1.66806 2.75699 0.20179 0.2 -0.1 -0.3
C -3.30374 2.81821 1.02674 0.1 0.0 0.1
C -1.08164 4.49803 0.07865 0.0 0.0 0.2
H -2.73777 3.54066 -1.82822 0.0 0.0 0.0
H -2.82521 1.76108 -1.71162 0.0 0.0 0.0
H -1.31163 2.54264 -2.19321 0.0 0.0 0.0
H -3.62469 3.84752 1.18858 0.0 0.0 0.0
H -3.26094 2.30294 1.98610 0.0 0.1 0.0
H -4.02464 2.31141 0.38458 0.0 -0.1 0.0
H -1.93494 5.17763 0.12753 0.0 0.0 0.0
H -0.59110 4.61051 -0.88932 0.1 0.0 0.0
H -0.38838 4.75905 0.87519 -0.1 0.0 0.0
C 2.75798 -2.74979 3.02015 0.0 0.0 0.0
C 3.28437 -1.68987 2.29589 0.0 0.0 0.0
C 2.46195 -0.64880 1.88330 0.0 0.1 0.1
C 1.09136 -0.63384 2.17142 0.0 -0.1 -0.4
C 0.59672 -1.68564 2.95051 0.0 0.1 0.1
C 1.41190 -2.73131 3.36191 0.0 0.0 0.0
H 3.39207 -3.57284 3.32904 0.0 0.0 0.0
H 4.34014 -1.67453 2.04635 0.0 0.0 0.0
H 2.89636 0.17306 1.32318 0.0 0.0 -0.1
H -0.44476 -1.67314 3.24854 0.0 0.0 0.0
H 0.99356 -3.53586 3.95708 0.0 0.0 0.0